Record 1
Here is a structure of composition C4H5ErO2 from the OMol25 dataset. Energies are from ωB97M-V/def2-TZVPD.

```
12
Properties=species:S:1:pos:R:3:forces:R:3
O -3.48616 0.77683 0.00082 -0.508 -1.606 0.331
C -3.10255 -0.19572 -0.87828 -0.399 1.187 -0.157
C -1.94817 -0.87658 -0.73146 2.173 -0.961 0.797
C -1.01644 -0.75620 0.37280 -3.070 1.361 -0.537
C 0.16259 -1.43335 0.39848 3.436 -1.566 0.952
O 1.05873 -1.41452 1.34872 -1.625 0.328 -0.281
Er 1.75558 -1.15695 3.61272 -0.390 -0.149 -1.437
H -3.72633 -0.32320 -1.76713 0.129 0.057 0.244
H -3.93994 0.25414 0.70340 0.140 1.024 -0.131
H -1.69882 -1.57701 -1.53356 -0.007 0.187 0.257
H -1.27952 -0.11776 1.22203 0.111 -0.096 -0.349
H 0.40517 -2.07635 -0.46594 0.010 0.234 0.311
```
Forces are in eV/Å.

Computed properties:
total charge: +1
LUMO energy (spin up / spin down): -0.1317 / -0.2361 Ha
frontier orbital gap (spin up / spin down): 7.02 / 4.26 eV
energy: -1320.55691 Eh
relative energy (zero: lowest compared OMol25 entry of this formula, charge and spin): 0.452 eV
maximum force: 3.89 eV Å⁻¹
2S+1: 5
HOMO (spin up / spin down): -10.6 / -10.7 eV

=====

Record 2
Here is a structure of composition C56H46GeP2PdSi from the OMol25 dataset. Energies are from ωB97M-V/def2-TZVPD.

```
107
Properties=species:S:1:pos:R:3:forces:R:3
Pd -0.71565 0.48172 0.16888 -0.293 0.091 0.295
C -2.12918 -3.12207 -0.48841 -0.048 0.068 0.000
Si -0.98761 -1.89222 0.35805 0.143 -0.029 0.137
C 0.79281 -2.45680 0.03462 0.038 -0.019 0.046
C 1.12246 -3.64141 -0.62271 0.024 0.001 0.004
C 2.44376 -3.97657 -0.88168 0.000 -0.002 -0.037
C 3.47207 -3.13750 -0.47766 -0.004 0.010 0.005
C 3.17255 -1.96131 0.19200 0.046 0.026 -0.031
C 1.84729 -1.61533 0.42113 -0.073 0.006 0.027
P 1.39081 -0.08551 1.29471 -0.001 0.016 -0.428
C 2.11173 1.33086 0.44473 0.102 -0.008 0.097
C 2.24141 2.53047 1.09001 0.032 0.040 -0.010
C 2.49452 3.71560 0.38165 0.011 -0.012 -0.100
C 2.63030 3.67390 -1.02924 -0.010 -0.019 0.089
C 2.45733 2.51790 -1.71298 0.023 0.022 -0.082
C 2.03712 1.24056 -1.05525 -0.244 -0.024 -0.027
C 2.30745 -0.30680 2.86406 -0.217 0.030 0.030
C 1.84247 -1.30186 3.72656 -0.031 0.065 0.012
C 2.49189 -1.55761 4.92083 0.045 0.028 0.012
C 3.61778 -0.82145 5.27007 -0.016 -0.024 0.004
C 4.09220 0.15732 4.41245 0.030 0.020 -0.010
C 3.44249 0.41621 3.21226 0.007 0.036 -0.003
C -1.33312 -2.08728 2.23267 -0.050 -0.030 -0.024
C -1.19833 -3.33327 2.85371 -0.003 0.008 -0.005
C -1.46658 -3.50768 4.20147 -0.022 0.058 0.017
C -1.91045 -2.43258 4.96424 0.010 -0.053 0.007
C -2.06763 -1.19259 4.37143 -0.043 -0.024 0.028
C -1.76080 -1.01189 3.02386 -0.013 0.100 -0.088
P -1.94530 0.63657 2.23842 0.238 -0.045 -0.036
C -3.69971 1.00859 2.56723 0.018 -0.098 -0.182
C -4.14990 1.85995 3.56826 -0.022 0.014 0.051
C -5.51283 2.05177 3.75815 0.013 0.013 0.012
C -6.43084 1.39440 2.95528 0.004 -0.022 -0.027
C -5.98619 0.54301 1.95051 -0.012 0.026 0.021
C -4.62895 0.35707 1.75536 -0.039 0.018 -0.005
C -1.04481 1.81700 3.30179 -0.019 -0.024 -0.009
C -0.23710 1.44661 4.36987 0.033 -0.022 0.036
C 0.53973 2.39200 5.02844 0.009 0.053 0.000
C 0.50073 3.72125 4.63880 -0.017 -0.027 -0.003
C -0.31552 4.10486 3.57979 0.008 -0.020 0.023
C -1.07190 3.15882 2.91135 0.034 0.010 -0.053
H -1.98207 -4.12548 -0.08334 -0.001 -0.093 0.013
H -1.96645 -3.15322 -1.56527 0.028 0.024 -0.083
H -3.17002 -2.84540 -0.31943 -0.065 0.002 0.001
H 0.33651 -4.30994 -0.95074 -0.045 -0.043 -0.017
H 2.67411 -4.89411 -1.40669 0.005 -0.031 -0.026
H 4.50154 -3.39518 -0.68738 0.026 -0.015 -0.003
H 3.97122 -1.30559 0.52164 0.008 0.018 0.009
H 2.11666 2.58502 2.16703 -0.010 -0.001 0.003
H 2.59858 4.64932 0.91524 0.004 0.034 0.009
H 2.87899 4.58038 -1.56628 0.004 0.023 -0.015
H 2.57230 2.50399 -2.79058 0.001 0.009 0.036
H 2.70348 0.43598 -1.41355 0.038 -0.027 0.035
H 0.96404 -1.87662 3.46192 -0.036 -0.032 -0.014
H 2.11961 -2.33033 5.57973 -0.017 -0.031 0.020
H 4.12736 -1.01778 6.20370 0.012 -0.004 0.031
H 4.97654 0.72431 4.67288 0.014 0.008 0.004
H 3.82688 1.17823 2.54867 0.021 -0.017 0.003
H -0.86238 -4.18342 2.27155 0.017 -0.049 -0.038
H -1.34073 -4.48006 4.65888 0.002 -0.039 0.015
H -2.13909 -2.56380 6.01380 0.000 -0.009 0.017
H -2.42891 -0.35796 4.96204 -0.021 0.002 -0.008
H -3.44310 2.37675 4.20483 0.023 -0.001 -0.004
H -5.85428 2.71764 4.53991 -0.010 0.006 0.010
H -7.49105 1.54518 3.10771 -0.021 0.007 0.002
H -6.69706 0.03071 1.31591 -0.019 -0.010 -0.002
H -4.28325 -0.30185 0.96561 0.029 -0.006 -0.014
H -0.19466 0.41562 4.68955 0.056 -0.014 -0.022
H 1.17794 2.07940 5.84473 0.015 0.000 0.016
H 1.10333 4.45721 5.15380 0.023 0.019 0.009
H -0.34756 5.13887 3.26322 -0.001 0.023 -0.002
H -1.67344 3.45971 2.06035 -0.012 -0.016 -0.008
C 0.60900 0.77998 -1.42462 0.367 0.012 0.218
Ge 0.28254 0.29054 -3.25511 -0.100 0.079 0.020
C 1.46603 -1.16907 -3.79896 0.042 -0.093 -0.025
C 0.98335 -2.45042 -4.05608 0.043 -0.008 0.010
C 1.83740 -3.46942 -4.45678 -0.045 -0.023 0.042
C 3.19480 -3.22658 -4.59026 0.049 -0.036 -0.011
C 3.69685 -1.96104 -4.32443 0.007 0.020 0.008
C 2.83680 -0.94362 -3.93769 -0.013 0.009 0.004
C 0.61496 1.77131 -4.49761 -0.030 0.046 -0.047
C 0.15060 3.04784 -4.17663 -0.008 -0.005 0.004
C 0.32112 4.11046 -5.04971 -0.006 0.013 0.017
C 0.96468 3.91364 -6.26411 0.007 0.002 -0.014
C 1.43032 2.65256 -6.59942 -0.005 0.000 0.015
C 1.25326 1.58978 -5.72134 0.005 0.007 -0.007
C -1.57107 -0.24601 -3.56042 -0.069 -0.014 0.041
C -2.57879 -0.04767 -2.62072 0.061 0.066 0.137
C -3.89703 -0.38906 -2.89290 0.017 -0.001 0.044
C -4.22995 -0.94111 -4.11922 0.033 0.001 -0.024
C -3.24114 -1.13799 -5.07426 -0.058 -0.014 -0.014
C -1.92961 -0.78619 -4.79682 0.036 -0.011 0.006
H -0.07332 -2.65940 -3.94784 -0.065 -0.011 0.005
H 1.44092 -4.45607 -4.66036 -0.012 -0.023 -0.005
H 3.86148 -4.02056 -4.90253 0.006 -0.006 -0.001
H 4.75616 -1.76411 -4.42717 0.025 0.007 0.001
H 3.24300 0.04564 -3.75718 0.021 0.047 0.002
H -0.34178 3.21628 -3.22475 -0.011 -0.003 0.026
H -0.04473 5.09403 -4.78440 -0.011 0.019 0.011
H 1.10103 4.74202 -6.94593 0.008 0.034 -0.030
H 1.93201 2.49462 -7.54461 0.021 -0.013 -0.043
H 1.62323 0.60995 -5.99841 0.017 -0.046 -0.002
H -2.33720 0.38513 -1.64564 -0.044 -0.042 -0.149
H -4.66257 -0.22168 -2.14636 -0.029 0.009 0.031
H -5.25525 -1.20990 -4.33436 -0.038 -0.015 -0.010
H -3.49562 -1.56078 -6.03794 0.003 -0.003 -0.009
H -1.17300 -0.93538 -5.55960 0.020 0.000 -0.018
```
Forces are in eV/Å.

Computed properties:
total charge: 0
LUMO energy (spin up / spin down): 0.0246 / -0.0329 Ha
frontier orbital gap (spin up / spin down): 6.05 / 6.89 eV
energy: -5338.47095 Eh
maximum force: 0.43 eV Å⁻¹
2S+1: 5
HOMO (spin up / spin down): -5.4 / -7.8 eV